9
Properties=species:S:1:pos:R:3 method="wB97M-V/def2-TZVPD" homo_ev=-8.8 e_above_lowest_kcal_mol=10.3 homo_lumo_gap_ev=7.874 lumo_ev=-0.893
C 0.48 0.76 -0.20
C -0.81 0.16 0.00
C 0.64 2.02 -0.54
C -1.97 0.83 -0.01
C -2.59 1.93 -0.10
O -3.40 2.78 -0.13
S 0.65 3.51 -0.98
H 1.35 0.14 -0.06
H -0.80 -0.91 0.17

47
Properties=species:S:1:pos:R:3 method="wB97M-V/def2-TZVPD" homo_ev=-9.9 e_above_lowest_kcal_mol=17.7 homo_lumo_gap_ev=10.178 lumo_ev=0.294
C -1.41 2.47 0.40
C -1.51 2.96 -1.05
C -1.24 1.00 0.43
N -0.29 0.38 1.21
C 0.54 1.09 2.17
C 1.80 1.69 1.48
N 2.81 0.70 1.06
O -1.96 0.25 -0.25
H -0.64 3.07 0.92
H -2.35 2.75 1.00
H -1.65 4.03 -1.10
H -0.55 2.71 -1.60
H -2.38 2.54 -1.53
H -0.29 -0.63 1.27
H 0.00 1.91 2.73
H 0.82 0.33 2.96
H 2.26 2.45 2.12
H 1.50 2.23 0.51
H 3.37 0.32 1.81
H 2.40 -0.14 0.56
H 0.36 -1.85 -1.84
H 0.50 -3.21 -1.10
O 0.00 -2.78 -1.83
H 0.71 -2.98 1.06
H 1.96 -2.64 0.28
O 1.33 -3.31 0.45
H -1.55 -2.74 -1.03
H -2.19 -1.43 -0.40
O -2.25 -2.42 -0.41
H 0.65 0.11 -0.98
H 0.10 0.00 -2.37
O 0.85 -0.21 -1.89
H 2.34 -1.16 -1.48
H 3.22 -2.41 -1.34
O 2.93 -1.65 -0.91
H 2.21 1.40 -2.02
H 3.18 1.66 -0.89
O 2.78 2.09 -1.68
H -2.96 -0.64 1.30
H -3.61 -0.94 2.65
O -2.82 -0.66 2.29
H -1.97 -0.30 -3.36
H -1.86 0.37 -2.00
O -1.53 0.44 -2.89
H -1.38 -2.61 1.15
H -1.43 -1.85 2.32
O -0.81 -2.40 1.81

47
Properties=species:S:1:pos:R:3 method="wB97M-V/def2-TZVPD" multiplicity=2 s2=0.777 homo_ev="-13.2 / -13.2" e_above_lowest_kcal_mol=32.3 homo_lumo_gap_ev="9.344 / 4.574" total_charge=+1 lumo_ev="-3.895 / -8.661"
O 2.87 -1.38 0.82
C 2.08 -0.51 0.43
N 0.90 -0.38 1.13
C -0.22 0.49 0.90
C -1.54 -0.11 1.47
C -2.74 0.51 0.81
N -2.96 0.18 -0.62
C 0.05 1.90 1.51
H 2.28 0.16 -0.40
H 0.85 -0.95 2.02
H -0.28 0.72 -0.18
H -1.65 -0.08 2.56
H -1.59 -1.18 1.23
H -3.66 0.18 1.30
H -2.74 1.61 0.76
H -2.05 0.15 -1.07
H -3.39 -0.71 -0.86
H 0.18 1.89 2.61
H 0.90 2.36 1.04
H -0.84 2.53 1.41
H 0.56 -2.21 -4.10
H 0.77 -0.89 -3.15
O 0.87 -1.86 -3.25
H 0.18 4.39 -1.27
H 0.08 4.24 -2.71
O -0.29 3.84 -1.90
H 2.34 4.32 -1.54
H 2.85 3.10 -1.96
O 2.34 3.82 -2.38
H 1.38 -2.16 3.92
H -0.07 -2.30 3.86
O 0.58 -1.63 4.13
H -0.44 -2.93 1.49
H -0.36 -4.35 1.78
O -0.17 -3.51 2.21
H -2.65 1.28 -2.63
H -1.74 2.54 -2.84
O -1.94 1.64 -3.17
H 0.51 -3.67 -0.95
H 0.27 -2.23 -1.12
O -0.11 -2.99 -0.65
H 2.93 -2.45 2.41
H 1.74 -3.43 2.70
O 2.58 -3.10 3.05
H -0.29 0.98 -2.66
H 0.94 1.43 -3.38
O 0.67 0.77 -2.73

46
Properties=species:S:1:pos:R:3 method="wB97M-V/def2-TZVPD" multiplicity=2 s2=0.758 homo_ev="-12.5 / -12.4" e_above_lowest_kcal_mol=62.2 homo_lumo_gap_ev="8.723 / 4.988" total_charge=+1 lumo_ev="-3.773 / -7.436"
C 0.84 2.88 -0.97
C 0.45 2.05 0.31
C 0.61 2.87 1.59
C 0.53 1.95 2.72
C 1.36 0.89 2.93
N 1.27 -0.06 3.88
N -0.92 1.57 0.15
H 1.68 3.52 -0.74
H 0.11 3.32 -1.65
H 1.17 2.14 -1.72
H 1.08 1.16 0.17
H 1.61 3.35 1.49
H -0.08 3.69 1.74
H -0.34 1.95 3.40
H 2.16 0.69 2.19
H 0.71 0.11 4.71
H 2.12 -0.53 4.17
H -1.17 1.22 -0.77
H -1.64 2.09 0.61
H 2.86 -0.41 -0.31
H 2.63 0.72 -1.33
O 3.22 0.45 -0.61
H -1.63 0.38 2.63
H -1.35 -1.02 3.25
O -1.98 -0.51 2.74
H -2.97 1.13 -3.16
H -1.91 0.05 -2.68
O -2.41 0.84 -2.44
H -2.67 -0.53 -1.03
H -2.77 -0.62 0.47
O -2.64 -1.18 -0.31
H 3.02 -1.87 1.99
H 1.80 -1.91 0.83
O 2.73 -1.91 1.09
H -1.85 -2.11 -3.13
H -0.45 -2.21 -2.92
O -1.08 -1.52 -3.19
H 0.25 0.71 -3.16
H 0.16 -0.48 -3.99
O 0.66 0.37 -3.96
H -1.16 -1.76 0.15
H -0.63 -2.85 1.16
O -0.38 -2.36 0.37
H -0.58 -3.31 -1.30
H -1.90 -3.79 -1.71
O -0.98 -3.84 -2.01

46
Properties=species:S:1:pos:R:3 method="wB97M-V/def2-TZVPD" homo_ev=-6.1 e_above_lowest_kcal_mol=72.5 homo_lumo_gap_ev=8.704 total_charge=-1 lumo_ev=2.612
C 0.02 2.69 -1.16
C -0.06 1.12 -1.34
C -1.39 0.59 -0.61
C -1.47 -0.91 -0.97
C -2.34 -1.50 0.19
O -1.50 -1.82 1.26
N 0.09 0.88 -2.79
H 0.90 3.01 -1.69
H -0.77 3.28 -1.56
H 0.31 3.13 -0.12
H 0.70 0.65 -0.74
H -1.18 0.81 0.41
H -2.26 1.13 -0.93
H -0.55 -1.43 -1.07
H -2.04 -1.03 -1.94
H -3.01 -0.68 0.49
H -2.93 -2.43 0.05
H -0.27 -0.06 -2.91
H -0.63 1.37 -3.39
H 3.14 0.02 -1.56
H 4.39 -1.00 -1.77
O 4.07 -0.07 -1.45
H 1.59 1.87 2.83
H 0.82 0.47 2.97
O 1.65 0.95 2.57
H -0.87 3.86 2.58
H -0.58 3.48 1.14
O -0.67 4.31 1.74
H 2.91 -1.09 0.64
H 4.20 -0.39 0.71
O 3.83 -1.30 0.81
H 0.81 -2.77 0.86
H 2.16 -3.31 1.04
O 1.58 -2.87 0.34
H -0.73 -1.05 4.00
H -1.50 -2.27 3.68
O -1.06 -1.92 4.48
H -3.07 1.52 -2.38
H -2.05 2.39 -3.11
O -2.96 2.33 -2.84
H 0.80 -3.87 -2.63
H 1.24 -3.40 -1.41
O 1.47 -4.16 -1.98
H -1.05 -1.07 1.91
H -1.08 0.69 2.80
O -0.63 -0.14 2.87

47
Properties=species:S:1:pos:R:3 method="wB97M-V/def2-TZVPD" homo_ev=-4.7 e_above_lowest_kcal_mol=104.7 homo_lumo_gap_ev=7.321 total_charge=-1 lumo_ev=2.651
C -1.12 2.72 1.46
C -0.11 2.05 2.42
O 0.59 3.28 2.96
C -0.46 3.31 0.16
N -0.17 2.34 -1.01
C -0.90 1.13 -0.85
C -0.82 0.29 -2.08
S -1.17 -1.52 -1.84
H -1.98 2.15 1.30
H -1.44 3.56 2.15
H -0.36 1.25 3.19
H 0.70 1.58 1.86
H 1.51 3.24 2.66
H -1.12 4.24 -0.15
H 0.48 3.59 0.62
H -0.37 2.82 -1.84
H -1.93 1.21 -0.42
H -0.36 0.64 0.06
H -1.51 0.46 -2.86
H 0.15 0.47 -2.58
H 2.38 2.04 0.32
H 2.50 2.59 -1.11
O 2.91 2.01 -0.52
H -3.52 -2.57 1.36
H -3.70 -3.21 0.12
O -3.51 -3.49 1.07
H 0.37 -2.07 -3.79
H 1.90 -1.46 -4.09
O 1.31 -2.13 -4.30
H -4.26 -1.51 -0.79
H -2.67 -1.49 -0.62
O -3.64 -1.09 -0.21
H 1.40 -1.75 0.55
H 1.43 -0.38 0.14
O 1.41 -0.83 0.95
H 0.30 -3.68 0.62
H 0.45 -3.05 -0.68
O 1.00 -3.15 0.12
H 2.16 -0.20 2.32
H 3.00 1.13 2.34
O 2.70 0.41 2.98
H 3.18 -1.97 -2.57
H 3.75 -0.81 -1.74
O 3.51 -1.10 -2.71
H -0.92 -2.99 1.80
H -1.98 -4.07 1.46
O -1.06 -3.97 1.79

49
Properties=species:S:1:pos:R:3 method="wB97M-V/def2-TZVPD" homo_ev=-15.8 e_above_lowest_kcal_mol=34.8 homo_lumo_gap_ev=10.592 total_charge=+2 lumo_ev=-5.198
C 1.84 -1.12 -1.80
C 0.60 -1.59 -2.52
C -0.73 -1.32 -1.93
C -1.48 -0.19 -1.91
N -2.55 -0.46 -1.08
C -2.45 -1.69 -0.60
N -1.35 -2.23 -1.12
N 1.98 0.36 -1.46
H 1.78 -1.64 -0.84
H 2.80 -1.40 -2.24
H 0.71 -2.69 -2.54
H 0.67 -1.40 -3.60
H -1.45 0.81 -2.32
H -3.16 0.32 -0.80
H -3.25 -2.36 -0.30
H -0.89 -3.14 -0.96
H 1.36 0.95 -2.05
H 2.96 0.61 -1.49
H 1.71 0.54 -0.49
H -0.80 1.00 2.61
H -0.37 1.48 3.99
O -0.06 1.37 3.10
H -0.49 2.78 -1.11
H 0.86 3.34 -1.67
O 0.29 2.55 -1.61
H -1.35 4.29 0.84
H -2.21 4.77 -0.39
O -1.68 4.04 -0.04
H 0.90 -4.23 0.72
H 0.25 -2.91 1.24
O 0.54 -3.40 0.43
H -0.97 -5.57 -1.19
H -1.15 -4.98 -2.64
O -1.38 -4.86 -1.71
H 2.86 -1.58 2.09
H 2.99 0.03 2.14
O 2.40 -0.73 2.03
H -2.66 2.50 0.08
H -3.32 1.63 1.35
O -3.19 1.73 0.39
H 2.00 2.00 1.62
H 3.29 2.60 1.34
O 2.72 1.89 0.99
H 0.72 4.89 1.86
H 0.24 3.84 2.96
O 0.08 4.22 2.09
H 0.57 -1.13 2.48
H -0.22 -2.01 3.50
O 0.02 -1.92 2.57

49
Properties=species:S:1:pos:R:3 method="wB97M-V/def2-TZVPD" homo_ev=-10.0 e_above_lowest_kcal_mol=99.0 homo_lumo_gap_ev=10.169 lumo_ev=0.214
C -2.02 0.02 2.07
N -1.51 -0.58 0.91
C -2.21 -0.19 -0.32
C -2.32 -1.29 -1.44
C -0.08 -0.86 0.70
C 0.76 -1.03 1.98
O 0.59 0.01 2.94
O -2.97 0.79 2.04
H -1.63 -0.35 2.99
H -3.26 -0.27 -0.08
H -1.85 0.77 -0.67
H -1.80 -0.93 -2.33
H -3.33 -1.60 -1.62
H -1.74 -2.17 -1.13
H 0.12 -1.63 -0.04
H 0.36 0.02 0.17
H 0.43 -1.88 2.58
H 1.80 -1.20 1.79
H 1.05 0.80 2.66
H -2.32 -3.53 1.51
H -1.29 -2.80 1.99
O -1.35 -3.61 1.49
H -0.67 -3.95 -0.24
H 0.72 -4.40 0.31
O 0.22 -4.26 -0.51
H 1.09 1.89 -3.16
H 2.46 2.71 -3.20
O 1.46 2.72 -2.97
H 2.90 -0.74 -2.34
H 2.46 0.37 -1.52
O 2.73 0.19 -2.46
H 1.47 2.69 2.38
H 1.75 2.73 0.89
O 1.98 2.25 1.73
H -3.34 3.54 0.45
H -3.01 2.22 1.17
O -2.57 3.03 0.75
H -0.40 4.39 -0.96
H -0.86 3.71 0.41
O -0.25 4.36 -0.01
H 3.61 1.59 0.29
H 3.17 0.51 1.22
O 3.61 0.59 0.35
H 1.01 -1.79 -2.46
H 0.85 -3.18 -1.72
O 1.46 -2.41 -1.87
H 0.62 0.13 -4.29
H 0.97 -0.11 -2.83
O 0.29 -0.27 -3.48

50
Properties=species:S:1:pos:R:3 method="wB97M-V/def2-TZVPD" homo_ev=-9.2 e_above_lowest_kcal_mol=79.8 homo_lumo_gap_ev=9.368 lumo_ev=0.166
C -1.34 1.54 3.07
C -0.15 1.72 2.18
N -0.29 1.32 0.84
C -1.42 0.44 0.45
C 0.06 2.30 -0.19
C -1.04 3.09 -0.90
N -1.56 2.34 -2.03
O 0.92 2.21 2.47
H -1.86 0.60 3.02
H -1.07 1.53 4.14
H -1.94 2.45 3.03
H -1.69 -0.17 1.30
H -1.11 -0.17 -0.42
H -2.24 1.07 0.10
H 0.62 3.05 0.36
H 0.66 1.86 -0.98
H -1.78 3.41 -0.16
H -0.50 3.93 -1.35
H -1.19 1.42 -2.19
H -2.50 2.49 -2.36
H 1.18 -0.15 -1.18
H 0.66 -0.79 -2.53
O 0.39 -0.40 -1.66
H 2.10 1.38 0.94
H 3.25 0.98 1.99
O 2.81 0.79 1.16
H 2.99 -1.45 -0.49
H 3.45 -1.27 -1.98
O 2.74 -1.55 -1.41
H 1.74 -0.65 2.02
H 0.85 -0.50 3.25
O 1.40 -1.13 2.79
H -1.91 -1.87 0.92
H -1.83 -3.37 1.15
O -2.43 -2.68 0.90
H -0.57 -2.18 3.98
H -1.81 -1.31 4.16
O -0.97 -1.34 3.74
H 0.87 -4.18 1.52
H 0.66 -2.92 0.69
O 0.83 -3.86 0.62
H -0.02 2.51 -3.26
H 1.11 1.50 -3.40
O 0.81 2.34 -3.75
H -0.64 -1.74 -4.26
H -0.19 -0.22 -4.15
O 0.09 -1.12 -4.14
H -1.20 -2.73 -2.16
H -1.12 -4.01 -3.19
O -1.44 -3.13 -2.99